{"formula": "C33H36AlB2BeCl4F13MgN4O14", "method": "the ωB97M-V functional and the def2-TZVPD basis", "symbols": ["Al", "H", "C", "O", "F", "C", "C", "H", "H", "F", "C", "H", "C", "C", "N", "F", "C", "C", "H", "C", "H", "C", "F", "C", "O", "O", "O", "H", "F", "C", "H", "H", "B", "C", "H", "H", "F", "H", "C", "Cl", "H", "H", "H", "C", "H", "O", "H", "Cl", "H", "C", "F", "H", "O", "O", "H", "O", "C", "O", "O", "C", "Be", "C", "C", "C", "C", "H", "F", "H", "H", "H", "C", "C", "O", "H", "N", "H", "O", "F", "F", "H", "Cl", "Cl", "C", "C", "C", "H", "F", "C", "C", "O", "H", "H", "O", "N", "Mg", "H", "C", "F", "C", "H", "H", "H", "B", "N", "H", "C", "F", "C", "H"], "positions_angstrom": [[-2.60218, -1.86132, 6.63890], [4.78475, -9.02196, -3.04719], [-1.18713, -1.16452, -4.91143], [-2.81705, 8.30254, 4.89275], [-4.55421, 8.52775, 6.50638], [1.69023, 2.36610, -1.56158], [3.92234, -10.89458, -5.38175], [-0.16385, 1.56945, 1.84551], [-1.51099, 5.94283, 0.74024], [-3.54057, -0.42948, -2.78695], [-2.29972, 7.11113, 4.62262], [4.62925, 6.16770, 6.82140], [-1.77011, -6.21797, -5.39313], [-1.29894, 3.26358, 8.58817], [0.50815, 1.21574, -3.52679], [-4.34892, 2.65490, -3.98868], [3.74707, -10.79741, -6.83471], [0.05420, -7.21214, -4.56853], [1.41884, -2.97125, -3.59876], [1.11654, -1.87096, -3.68076], [-0.02299, 1.71468, 3.70297], [4.45110, -8.43560, -6.78144], [-3.63599, 1.47708, -5.85580], [6.26153, 4.99408, 5.99721], [-4.49594, 6.65480, 5.03363], [-3.19992, 4.89852, 4.52089], [-0.99064, -3.15942, -3.48040], [1.55626, -1.26856, -2.80370], [-2.68854, -0.93677, 8.15134], [2.52399, 2.76626, 6.74743], [-4.70733, 1.99074, 0.39878], [1.89454, 3.11712, 2.48660], [-4.24986, 8.10454, 5.17437], [4.05300, -9.49427, -7.49038], [4.72242, 6.16379, 5.06523], [6.98881, 5.80885, 5.99904], [2.39190, 1.91199, 7.77911], [-4.74379, -0.57706, -4.48355], [-3.61787, 1.46872, -4.36514], [1.54613, 1.11073, 3.37376], [2.67405, 1.93080, -1.93525], [-2.46178, -5.40507, -5.56183], [-0.32756, -9.17900, -5.44786], [-0.50289, -1.75377, -3.58811], [-0.43162, 3.89876, 8.76525], [-2.31419, 5.40303, 0.96602], [-2.54172, -7.97168, -6.44976], [-0.81091, 1.89158, 7.58815], [-3.28842, 2.41645, 1.52217], [0.35880, 3.79136, 0.29159], [-4.09613, -1.61236, 5.70804], [-1.36455, 2.70657, 2.80465], [4.04474, 4.12114, 8.07278], [-1.13727, 6.91524, 4.34688], [-0.37529, -5.17423, -4.18921], [3.89413, 4.47069, 5.84450], [-3.34706, 6.09043, 4.71142], [-3.66187, 3.70906, -0.18600], [3.90988, -9.42542, -8.84325], [-1.78332, -7.52142, -5.82636], [-3.04115, -3.12763, -3.94989], [4.60340, -8.52562, -5.32550], [-0.62756, -8.15146, -5.30332], [1.72122, 3.20433, -0.26874], [-0.26576, 2.31871, 2.71014], [-0.83142, -1.83873, -5.78639], [1.29386, 3.30600, 6.53806], [6.45155, 4.35089, 5.13407], [0.81786, 4.04497, 3.64446], [6.42230, 4.38515, 6.88946], [-0.94717, 2.67163, -1.81416], [-2.14606, 1.66521, -3.63794], [4.49330, -9.91317, -3.32324], [3.61265, -10.31531, -9.11862], [0.45617, 4.55857, 1.56879], [-0.85639, -1.25061, -2.60807], [3.36817, -11.73795, -7.51127], [-5.04346, 8.83195, 4.23212], [-2.40942, -3.58519, 7.00651], [1.30535, 5.13580, 1.45677], [-2.55686, 4.21611, 7.79117], [-2.57985, 0.88707, -7.27465], [-4.43693, 0.22167, -3.72443], [0.83374, 3.51763, 2.61871], [3.57705, 3.84261, 6.99786], [1.45202, -1.42399, -4.69065], [-5.52434, 0.70096, -2.93064], [-0.95529, 3.54650, -0.48617], [4.84695, 5.53981, 5.95309], [4.95032, -7.57393, -4.64569], [-4.92849, 3.41531, 1.55522], [0.97494, -7.27822, -4.00824], [-0.79969, 0.18299, -5.26486], [-2.20552, 2.49163, -2.47024], [-2.09480, 2.26700, 4.14349], [2.71817, 3.38692, 0.25221], [4.32377, -9.83694, -4.67330], [2.80004, 2.00986, 5.66705], [-4.14287, 2.86874, 0.90506], [-2.32557, -1.33794, -4.83333], [-1.68339, 2.89016, 9.53645], [4.67406, -7.48380, -7.24464], [-2.33251, 4.22246, 0.11962], [-0.64501, -6.03666, -4.63233], [-0.64211, -3.49850, -2.61351], [-0.78377, 1.03805, -4.10814], [-1.21294, -1.29549, 5.68062], [0.35590, 2.05079, -2.37199], [3.71406, -11.85086, -4.92049]], "atomic_forces_ev_per_a": [[-0.075, -0.713, 0.691], [-0.018, -0.168, 0.020], [1.075, -1.453, -0.436], [0.272, -1.261, -0.240], [0.340, -0.591, -1.364], [-1.708, 1.723, 2.371], [-0.107, -0.137, -0.317], [-0.944, 1.276, 1.487], [-0.816, -0.849, 0.945], [-1.602, 1.057, -1.864], [2.418, 2.593, -0.170], [-0.072, -0.272, -0.002], [-0.024, 0.002, -0.020], [0.065, 0.189, 0.217], [-6.199, 1.937, 1.166], [1.799, -3.127, -1.653], [-0.135, -0.718, 0.418], [0.053, -0.033, -0.013], [-0.398, 1.603, -0.189], [-0.756, 0.888, 0.076], [-0.655, 0.721, -0.985], [0.075, 0.165, 0.380], [-1.693, 0.616, 3.834], [0.039, -0.306, 0.115], [1.363, -1.224, -0.458], [0.417, -1.507, -0.237], [-1.032, 0.420, 0.390], [-0.473, -0.989, -1.565], [0.107, -0.780, -1.750], [-1.071, -1.981, -0.500], [1.015, 1.293, 0.957], [-1.960, 0.349, -0.080], [-1.858, 2.642, 0.769], [0.037, 0.643, -1.308], [-0.249, -0.269, 0.017], [-0.096, -0.032, -0.015], [0.421, 0.853, -0.185], [0.081, 1.209, 1.115], [-0.133, 2.755, 3.726], [3.919, -3.569, 0.756], [-1.621, 0.637, 0.408], [0.020, -0.065, -0.122], [-0.035, 0.113, 0.018], [1.103, 0.239, 0.373], [-0.118, -0.086, -0.185], [0.954, -1.965, -2.831], [0.075, 0.052, 0.076], [-0.541, -0.459, -0.178], [-1.011, 0.615, -0.640], [-0.155, -1.332, -3.149], [1.579, 0.094, 0.659], [0.323, 1.748, -3.120], [-0.682, -0.597, -0.684], [-0.542, -0.432, 0.062], [-0.011, -0.175, -0.226], [-0.704, -0.629, 0.535], [-2.733, -0.857, 0.454], [2.356, -0.304, 2.041], [-0.057, -0.654, 1.267], [-0.219, 0.155, -0.020], [1.040, -0.118, 0.358], [0.146, 0.620, -0.503], [0.191, 0.041, 0.116], [-2.971, -1.826, -3.518], [-0.148, 0.229, 0.293], [-0.629, 1.187, 1.349], [0.972, 0.555, -0.074], [-0.025, 0.157, -0.018], [0.059, -0.654, -1.594], [-0.030, 0.151, -0.004], [0.184, -0.007, 0.251], [2.456, 0.946, 1.223], [-0.016, 0.689, -1.223], [0.042, 0.148, -0.016], [0.188, -1.956, -1.587], [0.622, -0.448, -1.804], [0.121, 0.457, -0.113], [0.820, -0.883, 0.896], [-0.198, 1.946, -0.519], [-0.610, -0.191, 0.172], [0.007, 0.014, -0.017], [1.304, -0.956, -2.610], [-0.294, 0.039, 1.508], [-0.980, 1.116, 1.356], [1.185, 1.454, 0.110], [-0.335, -0.769, 1.761], [2.710, -1.302, -2.346], [3.199, -0.341, 0.402], [0.598, 0.463, 0.003], [-0.138, -0.395, 0.155], [1.594, -0.684, -0.859], [-0.085, -0.026, -0.071], [-0.198, -0.189, 3.034], [3.333, -2.505, -2.587], [-0.142, 0.568, 2.215], [-1.628, -0.301, -0.759], [0.010, -0.635, 1.248], [0.363, 0.936, 0.897], [-1.564, -0.654, -0.687], [0.972, 0.576, -0.095], [-0.034, -0.078, -0.260], [-0.006, -0.037, 0.009], [-1.318, 1.674, 0.518], [0.101, -0.073, 0.144], [-0.632, 0.284, -0.898], [0.229, 0.683, 0.815], [-1.505, 0.004, 0.629], [1.630, 1.001, 1.878], [0.008, 0.039, -0.014]], "homo_energy_ev": -8.24, "multiplicity": 1, "total_energy_ev": -168634.980}



{"formula": "C17H19BBaN6O3", "method": "the ωB97M-V functional and the def2-TZVPD basis", "symbols": ["N", "C", "Ba", "C", "B", "C", "H", "H", "N", "C", "C", "H", "N", "H", "C", "C", "C", "C", "H", "H", "C", "H", "O", "H", "N", "C", "H", "H", "H", "H", "C", "N", "O", "C", "H", "N", "C", "H", "H", "H", "C", "O", "H", "C", "H", "C", "H"], "positions_angstrom": [[0.26720, -1.07909, -3.17401], [-0.37728, 2.38019, 1.23679], [0.47068, -0.54750, -0.17653], [-1.80427, -3.23299, -0.15613], [0.74435, -2.53130, -2.71148], [-1.01661, 5.25812, 3.68411], [-2.98131, 1.45362, 1.55718], [3.57213, -2.09646, 1.01863], [2.05885, -2.59678, -1.80207], [-1.13023, 3.29308, 2.21691], [4.09009, -3.04888, -0.98669], [-2.21665, -2.88123, 0.77322], [2.14038, -2.20707, -0.48683], [1.22571, -0.31968, 2.04339], [1.86046, 0.35843, 2.62622], [-0.43269, 4.37819, 2.77586], [-3.07916, 4.01767, 3.53131], [0.20994, -0.58160, -4.42323], [-0.43851, 6.08162, 4.10167], [-4.11706, 3.87666, 3.83796], [-2.34880, 5.07117, 4.06188], [-0.52360, 1.36082, -5.18962], [-0.99377, 1.40867, 0.69738], [-2.84827, -5.05697, -0.81264], [-0.42640, -3.17308, -1.89067], [-2.49091, 3.10949, 2.60180], [-2.80614, 5.75402, 4.77670], [-1.03661, 1.81056, -2.50687], [0.95710, -3.16187, -3.68646], [0.61328, 4.54809, 2.51075], [-2.09675, -4.32350, -0.98198], [-0.80780, -2.56343, -0.71468], [-3.32885, 2.11919, 2.18602], [3.24678, -3.15633, -2.09992], [5.08736, -3.39734, -0.89716], [-0.30735, -0.13065, -2.36123], [-1.20561, -4.24865, -2.06409], [-1.07197, -4.87067, -2.92848], [2.71840, -0.19484, 3.01055], [3.39329, -3.59019, -3.06710], [-0.62089, 0.97011, -3.02780], [0.81960, 2.67004, 1.04609], [2.19481, 1.18819, 1.99673], [-0.33928, 0.70729, -4.37501], [1.26895, 0.75560, 3.45812], [3.35541, -2.39963, 0.01238], [0.55201, -1.18109, -5.24095]], "atomic_forces_ev_per_a": [[-0.667, 0.472, 0.153], [1.487, 0.711, -0.149], [0.352, 4.068, 2.788], [1.536, 1.158, -0.713], [0.804, 0.771, -0.172], [-0.271, 0.264, 0.312], [0.943, 0.649, -0.012], [0.207, -0.080, 0.145], [0.115, -0.214, 0.819], [1.153, 0.689, 0.030], [-0.159, -0.040, -0.534], [-0.232, -0.229, 0.060], [-0.104, -0.198, 0.277], [0.394, 0.173, 0.959], [0.121, 0.017, 0.098], [0.144, -1.390, -1.058], [-0.214, 1.105, 0.948], [-0.238, 0.749, 0.007], [-0.119, -0.201, -0.127], [0.304, -0.101, -0.221], [-1.078, -0.598, -0.047], [0.053, 0.289, -0.590], [-1.046, 0.132, 0.589], [-0.381, -0.492, -0.043], [-1.604, -2.071, -0.183], [-1.160, -1.729, -0.790], [0.012, -0.244, -0.208], [-0.109, 0.193, -0.045], [-0.038, -0.183, -0.149], [-0.388, -0.367, -0.173], [-0.973, -0.535, 0.677], [-1.994, -1.398, 1.033], [1.079, 1.794, 0.962], [0.472, 0.138, 0.593], [0.628, -0.194, -0.170], [-0.229, -0.231, 0.196], [2.332, 1.704, -1.162], [-0.123, -0.256, -0.123], [-0.143, 0.003, 0.023], [0.291, -0.110, -0.229], [0.455, -1.956, -1.190], [-1.359, -0.396, 0.002], [-0.081, -0.216, 0.162], [0.319, -0.525, -0.105], [0.168, -0.108, -0.183], [-0.765, -1.057, -2.083], [0.109, 0.042, -0.372]], "homo_energy_ev": [-14.80, -14.63], "multiplicity": 1, "total_charge": 2, "de_lowest_kj_mol": 208.3, "total_energy_ev": -34374.558}